{
  "formula": "C9H16F3N4O4",
  "method": "ωB97M-V/def2-TZVPD",
  "energy_ha": -1171.74232,
  "homo_energy_ev": -13.264,
  "total_charge": 1,
  "smiles": "CCNNC1=[NH+][C@@](O)(COC(C)=O)O[C@@H](C(F)(F)F)N1",
  "gap_ev": 9.0,
  "symbols": ["C", "C", "N", "N", "C", "N", "C", "O", "C", "O", "C", "C", "O", "O", "C", "C", "F", "F", "F", "N", "H", "H", "H", "H", "H", "H", "H", "H", "H", "H", "H", "H", "H", "H", "H", "H"],
  "positions_angstrom": [[-3.1931, 2.7928, -2.9953], [-2.1026, 1.6933, -2.5650], [-2.7430, 0.8338, -1.4745], [-1.9303, 0.8837, -0.3584], [-1.4418, -0.1414, 0.3210], [-0.5845, -0.0512, 1.5176], [0.7171, -0.7109, 1.0704], [1.3051, 0.2006, 0.1019], [1.7483, -0.7591, 2.3144], [1.8872, 0.5818, 2.8400], [3.2410, 0.8888, 3.1915], [4.5004, 0.7762, 2.1989], [3.4254, 1.3149, 4.3624], [0.5255, -2.0185, 0.5339], [-0.3619, -2.0089, -0.5990], [-0.5415, -3.4423, -1.3089], [-0.6015, -3.2024, -2.7203], [-1.8164, -4.0113, -0.9819], [0.4881, -4.3560, -1.0170], [-1.7269, -1.5359, -0.1336], [-2.7328, 3.6624, -3.5706], [-3.7103, 3.1435, -2.0220], [-4.0085, 2.2408, -3.5957], [-1.0882, 2.1140, -2.2604], [-1.9305, 1.0158, -3.4870], [-2.7930, -0.0955, -1.9097], [-1.6649, 1.8324, -0.0225], [-0.4206, 0.9265, 1.8036], [1.1763, 1.1350, 0.3683], [1.2296, -1.3892, 3.1232], [2.7259, -1.2858, 2.0589], [4.0548, 0.6892, 1.1353], [5.1791, -0.1139, 2.4557], [5.1142, 1.7412, 2.3202], [-0.0432, -1.2833, -1.4373], [-1.8825, -2.0612, 0.7419]]
}



{
  "formula": "C9H16MnN2PS",
  "method": "ωB97M-V/def2-TZVPD",
  "spin_multiplicity": 6,
  "energy_ha": -2352.40652,
  "homo_energy_ev": [-1.905, -2.730],
  "total_charge": -1,
  "gap_ev": [5.2, 5.8],
  "symbols": ["C", "C", "C", "C", "C", "Mn", "P", "H", "H", "H", "H", "H", "H", "H", "H", "S", "C", "N", "C", "C", "C", "N", "H", "H", "H", "H", "H", "H", "H", "H"],
  "positions_angstrom": [[0.3321, 0.6402, -3.6908], [0.1143, -0.0601, -4.8710], [-0.1998, -1.4114, -4.9773], [-0.2937, -2.2296, -3.8552], [-0.1212, -1.7998, -2.5344], [-0.0089, -0.0596, -2.0069], [0.1644, 2.2581, -1.1813], [0.6398, 1.6835, -3.8601], [0.2005, 0.4611, -5.8237], [-0.3634, -1.8479, -5.9615], [-0.1816, -2.6292, -1.7972], [-0.5126, -3.2866, -4.0311], [-0.9151, 2.8257, -0.4322], [0.2982, 3.3097, -2.1383], [1.2342, 2.6506, -0.3115], [-0.2849, -0.5175, 0.1490], [-0.0969, 0.2991, 1.6895], [-1.1645, 0.5776, 2.4811], [-1.2326, -0.2823, 3.6833], [0.0399, -0.0510, 4.4842], [1.2445, -0.2884, 3.5870], [1.0663, 0.4469, 2.3222], [-2.0342, 0.8647, 2.0524], [-1.2752, -1.3333, 3.3585], [-2.1464, -0.0363, 4.2444], [0.0722, -0.7047, 5.3618], [0.0607, 0.9930, 4.8139], [1.3050, -1.3619, 3.3450], [2.1897, 0.0325, 4.0497], [1.8690, 0.8569, 1.8505]]
}



{
  "formula": "C9H16N3",
  "method": "ωB97M-V/def2-TZVPD",
  "energy_ha": -516.29154,
  "relative_energy_ev": 9.095,
  "homo_energy_ev": [-11.762, -11.764],
  "total_charge": 1,
  "gap_ev": [6.5, 6.5],
  "symbols": ["C", "C", "C", "C", "C", "C", "C", "C", "C", "N", "N", "N", "H", "H", "H", "H", "H", "H", "H", "H", "H", "H", "H", "H", "H", "H", "H", "H"],
  "positions_angstrom": [[-4.9619, -0.0798, -0.1538], [-4.3273, 1.1171, 0.3172], [-4.7802, -1.2476, -0.6175], [-3.0264, 1.4191, 0.4389], [3.6629, 1.0078, -0.0328], [3.9007, -0.5943, -0.4173], [2.1560, 1.0019, 0.4243], [2.5181, -1.1195, -0.5244], [-1.8143, -0.5834, -0.1476], [-2.0032, 0.6217, 0.4434], [-0.7102, -1.2332, -0.1937], [1.7340, -0.4860, 0.5948], [-6.0315, -0.0540, -0.0671], [-4.9546, 1.9950, 0.3019], [-4.5417, -2.1866, -0.7480], [-2.8801, 2.3610, 0.7704], [4.4232, 1.1080, 0.8159], [3.6913, 1.6798, -0.8636], [4.4156, -0.6057, -1.2957], [4.4754, -1.1007, 0.3614], [1.9569, 1.4767, 1.3600], [1.5973, 1.4053, -0.3743], [2.1665, -0.8315, -1.5320], [2.5616, -2.2166, -0.3990], [-1.0025, 1.0314, 0.5871], [-0.6227, -2.0318, -0.7517], [0.1886, -1.1776, 0.2155], [2.2086, -0.6768, 1.4875]]
}



{
  "formula": "C9H16N3",
  "method": "ωB97M-V/def2-TZVPD",
  "energy_ha": -516.55475,
  "relative_energy_ev": 1.933,
  "homo_energy_ev": -13.367,
  "total_charge": 1,
  "smiles": "C1=N[C@]23CCCC[C@@H]2[N@H+]1CCN3",
  "gap_ev": 10.2,
  "symbols": ["C", "N", "C", "C", "C", "C", "C", "C", "N", "C", "C", "N", "H", "H", "H", "H", "H", "H", "H", "H", "H", "H", "H", "H", "H", "H", "H", "H"],
  "positions_angstrom": [[-1.1575, -0.4646, -1.6172], [-0.5147, 0.5869, -1.5626], [-0.1172, 0.8678, -0.1931], [1.1886, 1.6175, -0.0692], [2.3857, 0.7552, -0.4667], [2.4307, -0.5574, 0.3102], [1.2180, -1.4279, -0.0260], [-0.0427, -0.7148, 0.4108], [-1.2638, -1.1867, -0.2774], [-2.4622, -0.6578, 0.4283], [-2.5069, 0.8733, 0.3021], [-1.1966, 1.4650, 0.5337], [-1.6556, -0.8860, -2.4704], [1.2885, 1.9478, 0.9650], [1.1409, 2.4972, -0.7126], [3.2968, 1.3201, -0.2745], [2.3437, 0.5441, -1.5371], [3.3383, -1.1016, 0.0532], [2.4506, -0.3562, 1.3824], [1.1978, -1.6031, -1.1050], [1.2961, -2.3944, 0.4772], [-0.1662, -0.6869, 1.4893], [-1.3051, -2.2043, -0.3775], [-2.3976, -0.9584, 1.4758], [-3.3675, -1.0842, -0.0066], [-2.9180, 1.1381, -0.6848], [-3.1832, 1.2691, 1.0629], [-1.2240, 2.4719, 0.4339]]
}



{
  "formula": "C9H16N3O",
  "method": "ωB97M-V/def2-TZVPD",
  "energy_ha": -591.79870,
  "relative_energy_ev": 1.548,
  "homo_energy_ev": -11.683,
  "total_charge": 1,
  "gap_ev": 8.7,
  "symbols": ["C", "C", "N", "N", "N", "H", "H", "H", "H", "H", "H", "H", "H", "C", "C", "C", "C", "C", "C", "C", "O", "H", "H", "H", "H", "H", "H", "H", "H"],
  "positions_angstrom": [[2.5345, -1.2893, -1.3493], [2.1145, 1.0901, -0.7881], [1.9875, -0.2228, -0.4546], [3.2255, 1.5476, -1.3105], [1.0333, 1.8596, -0.6487], [1.1571, -0.4325, 0.0783], [4.0938, 1.0653, -1.4644], [3.4044, 2.5386, -1.3163], [0.4928, 1.7783, 0.1933], [0.9295, 2.7539, -1.0971], [2.8535, -0.7588, -2.2388], [1.6649, -1.9015, -1.6003], [3.2574, -1.9890, -0.9175], [-1.2047, 0.6394, 2.9342], [-1.6217, 0.8383, 0.4371], [-1.6351, 0.0674, 1.6424], [-1.9639, 0.2672, -0.7514], [-2.1265, -1.1170, -0.8459], [-1.9332, -1.3011, 1.5418], [-1.9837, -1.8792, 0.2770], [-2.3278, -1.6369, -2.1128], [-1.2128, 1.8355, 0.5553], [-2.1452, 0.8547, -1.6396], [-1.8471, 0.2568, 3.7399], [-1.3968, 1.6772, 3.2990], [-1.9331, -1.8260, 2.4895], [-3.1446, -2.1455, -2.0430], [-2.0422, -2.9505, 0.0772], [-0.2303, 0.3800, 3.3134]]
}



{
  "formula": "C9H16N3O",
  "method": "ωB97M-V/def2-TZVPD",
  "energy_ha": -591.81198,
  "relative_energy_ev": 1.187,
  "homo_energy_ev": -12.075,
  "total_charge": 1,
  "gap_ev": 8.8,
  "symbols": ["C", "C", "N", "N", "N", "H", "H", "H", "H", "H", "H", "H", "H", "C", "C", "C", "C", "C", "C", "C", "O", "H", "H", "H", "H", "H", "H", "H", "H"],
  "positions_angstrom": [[2.1768, 0.1857, -1.8747], [1.0605, -1.7657, -1.0020], [0.9563, -0.5541, -1.5466], [2.0695, -2.6506, -1.2351], [0.0466, -2.2268, -0.2890], [0.3110, 0.1426, -1.1505], [2.0113, -3.3494, -1.9695], [3.0034, -2.2635, -1.2316], [-0.9261, -1.9512, -0.2606], [0.1627, -3.1931, -0.0266], [2.8682, 0.3567, -1.0487], [1.9748, 1.0806, -2.4445], [2.8522, -0.4240, -2.4956], [1.3438, 2.2868, 1.9791], [-1.5441, -0.0593, 1.5927], [-0.3211, 0.4882, 2.0021], [-2.0438, 0.3441, 0.3623], [0.1830, 1.5904, 1.2864], [-1.5067, 1.3694, -0.4116], [-0.4367, 2.0883, 0.1691], [-3.0485, -0.3938, -0.2680], [-1.8724, -0.9219, 2.1604], [0.0972, 0.1423, 2.9358], [-3.8718, -0.3943, 0.2598], [-1.8915, 1.5018, -1.4112], [1.2087, 2.4765, 3.0506], [1.5130, 3.2765, 1.5530], [-0.2337, 3.0815, -0.2165], [2.2391, 1.6587, 2.0530]]
}



{
  "formula": "C9H16N4O4S",
  "method": "ωB97M-V/def2-TZVPD",
  "energy_ha": -1270.63578,
  "relative_energy_ev": 3.428,
  "homo_energy_ev": -8.524,
  "total_charge": 0,
  "smiles": "N[C@@H](Cc1c[nH]cn1)C(=O)O.N[C@@H](CS)C(=O)O",
  "gap_ev": 9.1,
  "symbols": ["N", "C", "C", "C", "C", "N", "C", "N", "C", "O", "O", "H", "H", "H", "H", "H", "H", "H", "H", "H", "N", "C", "C", "S", "C", "O", "O", "H", "H", "H", "H", "H", "H", "H"],
  "positions_angstrom": [[-2.6110, 0.8896, -0.3223], [-1.5137, 0.8812, 0.7240], [-1.4216, -0.5609, 1.3237], [-0.6425, -0.6397, 2.6335], [0.7074, -0.5963, 2.9297], [0.7763, -0.7009, 4.2877], [-0.4972, -0.7533, 4.7500], [-1.4066, -0.7356, 3.8195], [-0.1897, 1.4462, 0.2221], [0.8776, 1.1040, 0.7151], [-0.1963, 2.0821, -1.0495], [-3.5376, 0.7262, 0.0622], [-2.4371, 0.0223, -0.7891], [-1.8025, 1.4663, 1.6113], [-1.2017, -1.2539, 0.6046], [-2.3875, -0.7693, 1.6152], [1.6489, -0.4688, 2.2776], [1.5866, -0.4074, 4.8976], [-0.6852, -0.5940, 5.7739], [-1.1724, 2.2198, -1.2220], [1.6315, -0.4043, -3.4748], [0.5626, -0.6824, -2.5257], [0.9356, -0.3837, -1.1139], [2.6171, -1.0426, -0.7018], [-0.6663, 0.1571, -2.9606], [-1.6060, 0.2467, -2.2249], [-0.6366, 0.7055, -4.1945], [1.8216, 0.4773, -3.4422], [2.4646, -0.8358, -3.2191], [0.3444, -1.7389, -2.6103], [0.1386, -0.5895, -0.4399], [1.2285, 0.6289, -1.2198], [2.1084, -2.1625, -0.1772], [0.1200, 0.3050, -4.5327]]
}



{
  "formula": "C9H16N4O5",
  "method": "ωB97M-V/def2-TZVPD",
  "energy_ha": -947.85703,
  "relative_energy_ev": 0.736,
  "homo_energy_ev": -9.468,
  "total_charge": 0,
  "smiles": "NC(=O)CC[C@H](N)C(=O)N[C@@H](CC(N)=O)C(=O)O",
  "gap_ev": 9.9,
  "symbols": ["N", "C", "O", "C", "C", "C", "N", "C", "O", "N", "C", "C", "C", "N", "O", "C", "O", "O", "H", "H", "H", "H", "H", "H", "H", "H", "H", "H", "H", "H", "H", "H", "H", "H"],
  "positions_angstrom": [[5.8397, 0.1932, -0.1635], [4.5638, 0.6304, -0.3462], [4.2864, 1.6988, -0.9120], [3.5147, -0.3842, 0.1378], [2.0344, 0.1339, 0.0249], [1.0373, -0.9367, 0.4767], [0.9353, -2.0941, -0.4039], [-0.3221, -0.2521, 0.7435], [-0.3989, 0.8260, 1.2699], [-1.4117, -0.9410, 0.4308], [-2.7197, -0.3502, 0.2985], [-2.7781, 0.7740, -0.8072], [-3.2732, 2.1105, -0.3214], [-2.6848, 2.6524, 0.7753], [-4.2577, 2.5782, -0.8457], [-3.7473, -1.3957, -0.1616], [-3.4957, -2.5070, -0.4963], [-4.9802, -0.8357, -0.1388], [6.5654, 0.8867, -0.3598], [6.0448, -0.7132, 0.2915], [3.6031, -1.3878, -0.3925], [3.7683, -0.4620, 1.1997], [1.8544, 0.9581, 0.7479], [1.8487, 0.5133, -1.0092], [1.4043, -1.3464, 1.4810], [1.8036, -2.6465, -0.3099], [0.8304, -1.7903, -1.3535], [-1.2588, -1.7769, -0.1255], [-3.0119, 0.1033, 1.2618], [-1.7604, 0.9367, -1.2162], [-3.4928, 0.5412, -1.5846], [-1.8411, 2.2305, 1.0929], [-2.9004, 3.6228, 0.9384], [-5.5997, -1.5703, -0.2227]]
}